{"formula": "C28H29INOPRh", "method": "ωB97M-V/def2-TZVPD", "multiplicity": 5, "total_charge": 3, "lumo_ev": [-9.677, -12.556], "gap_ev": [7.062, 4.667], "elements": ["Rh", "I", "C", "C", "C", "C", "C", "C", "C", "C", "C", "P", "C", "C", "C", "C", "C", "C", "C", "C", "C", "C", "C", "C", "C", "H", "H", "H", "H", "H", "H", "H", "H", "H", "H", "H", "H", "H", "H", "H", "H", "C", "C", "O", "C", "C", "H", "H", "H", "H", "H", "H", "H", "H", "H", "H", "C", "C", "N", "H", "H", "H"], "xyz": [[1.0683, 1.1770, 0.0287], [2.2455, -0.2527, -1.9830], [1.9510, -2.1603, -1.1351], [3.1278, -2.9160, -1.1887], [3.1274, -4.2573, -0.8636], [1.9178, -4.8708, -0.5325], [0.7313, -4.1331, -0.4725], [-0.4575, -4.8371, -0.1944], [-1.6834, -4.1794, -0.1452], [-1.7010, -2.8117, -0.2945], [-0.5335, -2.0484, -0.5179], [-0.8571, -0.2250, -0.3666], [-2.0321, -0.0275, 0.9737], [-3.4135, -0.1244, 0.7699], [-4.2758, 0.0370, 1.8408], [-3.7719, 0.2976, 3.1107], [-2.4025, 0.4063, 3.3150], [-1.5318, 0.2452, 2.2496], [-1.6436, 0.1951, -1.9220], [-2.3776, 1.3855, -1.9902], [-2.9755, 1.7518, -3.1839], [-2.8348, 0.9480, -4.3095], [-2.0910, -0.2237, -4.2491], [-1.4881, -0.5994, -3.0597], [0.7096, -2.7131, -0.7105], [4.0508, -2.4534, -1.5115], [4.0453, -4.8287, -0.9009], [1.8888, -5.9332, -0.3235], [-0.4065, -5.9087, -0.0438], [-2.5982, -4.7281, 0.0315], [-2.6479, -2.2944, -0.2034], [-3.8181, -0.3021, -0.2187], [-5.3436, -0.0352, 1.6853], [-4.4521, 0.4237, 3.9423], [-2.0165, 0.6220, 4.3017], [-0.4633, 0.3388, 2.4166], [-2.5017, 2.0077, -1.1120], [-3.5593, 2.6606, -3.2373], [-3.3105, 1.2347, -5.2378], [-1.9867, -0.8461, -5.1271], [-0.9141, -1.5184, -3.0255], [3.7059, 3.1299, 1.1869], [2.5757, 2.8210, 2.1401], [2.0297, 1.4759, 1.9499], [2.9009, 0.4358, 2.4682], [2.1873, -0.8866, 2.3732], [3.9547, 4.1889, 1.2560], [3.4252, 2.9263, 0.1487], [4.6107, 2.5704, 1.4177], [1.7257, 3.4890, 2.0110], [2.8973, 2.8845, 3.1801], [3.1214, 0.6915, 3.5054], [3.8340, 0.4370, 1.9022], [1.3229, -0.9295, 3.0345], [2.8687, -1.6917, 2.6468], [1.8523, -1.0768, 1.3459], [0.3027, 5.6422, -1.3291], [0.5049, 4.2596, -0.9368], [0.6531, 3.1655, -0.6264], [0.8504, 5.8437, -2.2497], [0.6631, 6.3013, -0.5393], [-0.7605, 5.8193, -1.4909]], "forces_ev_per_a": [[-0.178, -0.015, 0.280], [0.118, -0.095, -0.130], [0.016, 0.058, -0.064], [-0.032, -0.060, 0.004], [0.015, 0.019, -0.007], [0.020, 0.006, -0.009], [-0.041, 0.014, 0.008], [-0.008, 0.028, -0.006], [0.019, -0.018, -0.007], [0.002, 0.035, 0.028], [0.005, -0.003, 0.014], [0.011, 0.011, 0.094], [-0.054, -0.028, -0.026], [0.001, 0.052, 0.030], [0.004, -0.007, -0.009], [0.014, -0.005, -0.005], [-0.022, -0.012, 0.002], [0.030, 0.009, 0.026], [0.038, 0.091, -0.021], [0.017, -0.039, -0.022], [0.019, 0.008, 0.018], [0.002, -0.011, -0.018], [0.009, 0.018, -0.001], [-0.028, -0.010, 0.004], [0.014, -0.055, -0.007], [0.006, 0.011, 0.005], [-0.001, -0.008, -0.006], [0.006, -0.006, 0.005], [0.002, -0.010, 0.008], [-0.007, -0.006, -0.001], [0.036, -0.032, -0.005], [0.002, -0.001, -0.032], [-0.006, 0.005, 0.001], [0.000, 0.007, 0.002], [0.002, -0.002, 0.013], [-0.039, 0.015, -0.022], [-0.009, 0.002, 0.029], [-0.012, 0.000, 0.001], [-0.001, 0.000, -0.002], [-0.002, -0.004, -0.005], [-0.012, -0.014, 0.002], [0.017, -0.038, -0.025], [-0.011, 0.091, 0.100], [0.022, 0.029, -0.208], [0.018, -0.033, 0.074], [-0.011, -0.007, 0.017], [0.010, 0.004, 0.016], [-0.022, 0.030, -0.004], [0.005, -0.003, 0.002], [0.005, -0.023, -0.032], [-0.035, 0.006, -0.004], [0.008, -0.003, -0.018], [-0.020, 0.004, -0.021], [0.015, -0.005, 0.002], [-0.001, -0.008, 0.013], [0.005, -0.026, -0.033], [0.004, -0.021, -0.001], [-0.069, -0.013, -0.020], [0.096, 0.087, -0.036], [0.006, -0.009, 0.003], [0.004, -0.006, 0.003], [0.000, 0.000, 0.002]]}



{"formula": "C3H3N3O2", "method": "ωB97M-V/def2-TZVPD", "e_above_lowest_kcal_mol": 44.5, "total_charge": 0, "smiles": "O=C(O)n1cncn1", "lumo_ev": 0.242, "gap_ev": 10.965, "elements": ["O", "C", "O", "N", "C", "N", "C", "N", "H", "H", "H"], "xyz": [[-1.5804, 1.5968, -0.9868], [-1.2574, 0.9959, -0.0096], [-1.6900, 1.2766, 1.2164], [-0.1395, 0.1375, -0.0169], [0.3552, -0.9572, 0.6384], [1.3425, -1.4024, 0.0140], [1.3857, -0.7037, -1.1669], [0.5080, 0.2172, -1.2658], [-1.1058, 0.8875, 1.8624], [-0.0234, -1.2556, 1.6330], [2.2050, -0.7927, -1.9181]], "forces_ev_per_a": [[-0.736, -0.640, 0.669], [0.541, 1.653, -0.259], [-0.899, -0.044, 0.151], [-0.184, -0.162, -2.951], [-2.017, 1.794, 2.222], [2.411, -2.501, -1.167], [1.881, -0.239, -0.383], [-0.544, 0.560, 1.211], [0.225, -0.210, 0.535], [0.340, 0.067, -0.774], [-1.019, -0.278, 0.745]]}